[1]
Below is one molecule with the formula C6H15N3, with properties calculated with ωB97M-V/def2-TZVPD.

Results
net charge = 0
2S+1 = 1
HOMO-LUMO gap = 9.82 eV
HOMO level = -8.7004 eV
SMILES = CC[C@@H]1CCN(C)N1N

Geometry (Å):
C  -2.68001  -0.74137  0.08223
C  -1.85123  0.50064  -0.10603
C  -0.55072  0.43038  0.61681
C  0.50521  1.54843  0.51294
C  1.74315  0.78950  0.61732
N  1.60177  -0.36002  -0.28105
C  1.74240  0.06268  -1.72124
N  0.20937  -0.78026  -0.06096
N  0.20121  -1.87648  0.78052
H  -2.80784  -1.15520  1.21333
H  -1.99841  -1.35314  -0.40533
H  -3.69500  -0.65399  -0.47019
H  -2.27824  1.39779  0.12940
H  -1.62542  0.40518  -1.19373
H  -0.86687  0.01964  1.65351
H  0.40507  2.24459  1.39951
H  0.43301  1.95899  -0.42935
H  2.60006  1.39531  0.29723
H  1.99962  0.43853  1.61675
H  1.84030  -0.83235  -2.38185
H  1.17974  0.86350  -2.09097
H  2.82833  0.33736  -1.54304
H  0.16583  -2.77590  0.25444
H  0.89867  -1.86379  1.50974

=====

[2]
Below is a 2-piece molecular cluster, C7H16N2O2 overall, with properties calculated with ωB97M-V/def2-TZVPD.

Results
net charge = 0
2S+1 = 1
HOMO-LUMO gap = 9.41 eV
HOMO level = -8.8458 eV
SMILES = CCN(C)C(C)=O.CC(N)=O

Geometry (Å):
C  -3.13061  0.53090  0.70459
C  -1.87114  0.00704  0.01307
N  -1.13601  -1.07707  0.64448
C  -1.98879  -2.26242  0.67093
C  0.19367  -1.15093  1.11155
C  0.93965  0.09964  1.34276
O  0.52678  -2.14820  1.72157
H  -3.12651  0.24723  1.73666
H  -4.06262  0.18056  0.14099
H  -3.20527  1.66481  0.39004
H  -2.14002  -0.31007  -1.01439
H  -1.02557  0.61723  -0.24196
H  -2.79107  -2.25962  -0.08680
H  -1.31436  -3.15327  0.63101
H  -2.51701  -2.54678  1.56064
H  1.97200  -0.02431  1.56902
H  0.86691  0.98467  0.53948
H  0.46771  0.67492  2.14742
C  0.95585  2.41624  -2.09918
C  1.76774  1.39669  -1.38336
N  1.72847  0.09905  -1.85692
O  2.52719  1.72299  -0.49272
H  0.12655  2.86427  -1.58474
H  0.70154  2.30867  -3.19372
H  1.65042  3.27891  -2.35274
H  2.44998  -0.60136  -1.69365
H  1.29301  -0.06944  -2.74213

=====

[3]
Below is an isolated ion of composition C6H11N2O2S and charge +1, with properties calculated with ωB97M-V/def2-TZVPD.

Results
net charge = +1
2S+1 = 1
HOMO-LUMO gap = 8.32 eV
HOMO level = -13.3681 eV

Geometry (Å):
C  -0.05831  1.31535  2.33156
C  0.11786  -0.95959  -0.16008
C  -0.59703  2.60695  1.65466
C  1.13728  -0.19831  0.85279
C  0.24828  -1.31415  -3.18052
C  0.21067  -2.36754  -2.10036
N  0.62738  0.42163  1.80199
N  -2.01704  2.51106  1.85147
O  -1.04441  -0.74651  -0.02944
O  0.73608  -1.78048  -0.91886
S  2.62862  -0.99462  0.70534
H  -0.66868  1.07102  3.28106
H  -0.09656  3.55831  1.96061
H  -0.36848  2.64345  0.50237
H  -0.41507  -1.59860  -4.02648
H  0.01903  -0.39979  -2.67660
H  1.23851  -1.07680  -3.53958
H  0.88490  -3.26481  -2.35004
H  -0.77037  -2.89338  -1.73666
H  -2.56890  2.12118  1.08396
H  -2.28404  2.19944  2.71352
H  3.04027  -0.85381  1.97929

=====

[4]
Below is a 14-piece molecular cluster, C26H80O14 overall, with properties calculated with ωB97M-V/def2-TZVPD.

Results
net charge = 0
2S+1 = 1
HOMO-LUMO gap = 9.64 eV
HOMO level = -9.4844 eV

Geometry (Å):
C  1.22476  -28.91121  -28.65954
O  0.48338  -28.21875  -29.58457
H  1.77064  -29.69378  -29.18651
H  1.95263  -28.31786  -28.10617
H  0.59911  -29.30751  -27.85979
H  0.37977  -27.31737  -29.27093
C  -1.21837  -22.58458  -25.93752
O  -1.98443  -23.73683  -26.23929
H  -1.61638  -21.92251  -25.16852
H  -0.24415  -22.80934  -25.50338
H  -0.94560  -21.88924  -26.73138
H  -1.43454  -24.25266  -26.83355
C  -6.03897  -30.61848  -27.86636
O  -6.69940  -29.37580  -28.14894
H  -6.68803  -31.47112  -27.66677
H  -5.52524  -30.86532  -28.79548
H  -5.25165  -30.43221  -27.13593
H  -7.57588  -29.53946  -28.50473
C  -8.52233  -26.29972  -26.11065
O  -8.80552  -25.05402  -26.70122
H  -9.40748  -26.47790  -25.50003
H  -8.35769  -27.12338  -26.80532
H  -7.64060  -26.38710  -25.47582
H  -8.14386  -24.88630  -27.37626
C  -1.31041  -29.33567  -32.25783
O  0.00291  -29.79920  -31.89297
H  -1.70266  -29.98851  -33.03760
H  -1.89864  -29.52711  -31.36037
H  -1.52028  -28.27503  -32.39600
H  0.38561  -29.17571  -31.27136
C  -9.47392  -28.19731  -29.69846
O  -9.47933  -29.49962  -29.13978
H  -8.58440  -27.59632  -29.50963
H  -9.75600  -28.16623  -30.75087
H  -10.18449  -27.60490  -29.12206
H  -10.39214  -29.78720  -29.21512
C  -1.89064  -31.82816  -27.83286
O  -3.07404  -32.12243  -28.45738
H  -1.65737  -30.76816  -27.93323
H  -2.11376  -32.02641  -26.78452
H  -1.08327  -32.47037  -28.18475
H  -2.84592  -32.70712  -29.18381
C  -7.72549  -24.73949  -30.43314
O  -7.20217  -25.07534  -29.19082
H  -7.54079  -25.58597  -31.09455
H  -8.81091  -24.64326  -30.45975
H  -7.17995  -23.87101  -30.80222
H  -6.46394  -25.68885  -29.20524
C  -5.33478  -23.79077  -24.91038
C  -5.76673  -22.69299  -25.89656
C  -7.02506  -22.02836  -25.36065
O  -4.73755  -21.73289  -26.06454
H  -4.27581  -23.98060  -25.08542
H  -5.91700  -24.69390  -24.72740
H  -5.21557  -23.35854  -23.91687
H  -6.02587  -23.17114  -26.84119
H  -7.53230  -21.30402  -25.99794
H  -6.88091  -21.58619  -24.37484
H  -7.78980  -22.78301  -25.17683
H  -4.00992  -22.11504  -26.56063
C  -5.75389  -28.49955  -24.33591
C  -5.39704  -27.49521  -23.25247
C  -6.47511  -27.38076  -22.23599
O  -4.10703  -27.95469  -22.78794
H  -4.87611  -28.82497  -24.89422
H  -6.43361  -28.10123  -25.08920
H  -6.30823  -29.35037  -23.93980
H  -5.17679  -26.52598  -23.69988
H  -7.42877  -27.16996  -22.71992
H  -6.28734  -26.70123  -21.40468
H  -6.64632  -28.35928  -21.78735
H  -3.48257  -27.28804  -23.08326
C  -0.60445  -27.22750  -25.51744
C  -0.88436  -26.84869  -24.06952
C  0.13822  -25.78963  -23.55256
O  -2.14399  -26.34046  -23.93474
H  -1.39755  -27.53980  -26.19683
H  0.06845  -28.08473  -25.49610
H  0.10138  -26.52099  -25.95419
H  -0.73767  -27.74503  -23.46691
H  0.09982  -24.84521  -24.09542
H  1.16859  -26.14325  -23.59000
H  -0.04806  -25.55938  -22.50356
H  -2.28197  -25.75318  -24.68151
C  -0.77338  -24.74515  -29.68665
C  0.73453  -24.57609  -29.46184
C  1.25578  -23.26982  -28.94676
O  1.07500  -25.55186  -28.49512
H  -1.34497  -24.74443  -28.75855
H  -1.04357  -25.57104  -30.34468
H  -1.11440  -23.85527  -30.21573
H  1.30401  -24.84732  -30.35079
H  1.16581  -23.22556  -27.86138
H  0.68981  -22.50971  -29.48529
H  2.29354  -23.26966  -29.28016
H  2.01761  -25.40737  -28.38466
C  -4.55395  -26.26516  -27.30681
C  -4.32000  -26.89060  -28.66631
C  -3.46624  -28.17437  -28.77924
O  -5.58985  -27.16118  -29.24346
H  -5.46625  -25.67642  -27.21089
H  -3.65911  -25.74426  -26.96616
H  -4.65539  -27.08272  -26.59308
H  -3.85151  -26.19725  -29.36480
H  -3.83316  -28.92693  -28.08129
H  -2.42776  -28.00639  -28.49385
H  -3.41117  -28.71141  -29.72615
H  -6.00618  -27.90416  -28.80048
C  -5.09007  -28.83528  -33.63209
C  -6.25799  -28.89676  -32.65162
C  -6.08575  -29.58124  -31.34704
O  -6.53248  -27.56428  -32.30980
H  -5.32020  -28.22633  -34.50634
H  -4.71716  -29.78493  -34.01575
H  -4.22890  -28.27088  -33.27438
H  -7.19527  -29.27966  -33.05534
H  -5.19112  -29.32324  -30.78032
H  -6.17321  -30.66517  -31.42144
H  -6.94298  -29.30683  -30.73226
H  -6.07235  -27.43729  -31.47688

=====

[5]
Below is one molecule with the formula C2HCl2OP, with properties calculated with ωB97M-V/def2-TZVPD.

Results
net charge = 0
2S+1 = 1
HOMO-LUMO gap = 10.43 eV
HOMO level = -10.0207 eV
SMILES = C#COP(Cl)Cl

Geometry (Å):
C  1.65761  0.84127  -0.63897
C  0.99099  0.03294  -0.06792
O  0.25931  -0.73592  0.74295
P  -1.34590  -0.71500  1.10848
Cl  -1.90990  1.04297  0.21980
Cl  -1.85667  -2.07690  -0.31531
H  2.20457  1.61064  -1.04904

=====

[6]
Below is a 3-piece molecular cluster, H6O3 overall, with properties calculated with ωB97M-V/def2-TZVPD.

Results
⟨S²⟩ = 0.757
net charge = +1
2S+1 = 2
HOMO-LUMO gap (alpha / beta) = 13.98 / 2.56 eV
HOMO level (alpha / beta) = -17.8861 / -14.9479 eV

Geometry (Å):
O  2.36762  2.81422  -0.09896
H  3.16580  2.48416  -0.51151
H  2.25472  2.26632  0.67776
O  0.16026  -0.11726  0.19942
H  -0.03706  -0.86928  0.75777
H  0.80009  0.39070  0.69826
O  -2.70703  -2.66035  -0.57393
H  -2.36697  -1.78396  -0.75428
H  -3.63741  -2.52453  -0.39453

=====

Sequential max |F| output: 5.3, 4.7, 3.6, 2.5, 1.7, 1.0 eV/A